(1)
C41H29HgN9 as an isolated structure, computed with wB97M-V/def2-TZVPD.

Computed properties:
**E_HOMO (alpha / beta)**: -2.681 / -3.060 eV
**F_max**: 4.61 eV/A
**Spin multiplicity**: 2
**Charge**: -1
**<S²>**: 0.842
**Frontier orbital gap (alpha / beta)**: 4.709 / 4.682 eV
**Total energy**: -60572.4480 eV

The geometry in XYZ format:
```
80
C41H29HgN9, DFT wB97M-V/def2-TZVPD
Hg 0.157 0.097 -0.299
C -0.883 -6.262 -0.045
C 0.542 -6.328 -0.237
C 1.268 -5.274 -0.647
C 0.639 -4.106 -0.994
C 1.116 -2.776 -1.265
N 2.466 -2.418 -1.254
C 2.883 -1.226 -1.550
C 4.284 -0.785 -1.764
C 5.451 -1.513 -1.699
C 6.658 -0.880 -1.773
C 6.625 0.526 -1.948
C 5.504 1.297 -1.956
C 4.294 0.557 -1.916
C 2.917 1.050 -1.633
N 2.616 2.313 -1.709
C 1.379 2.832 -1.519
N 0.203 2.064 -1.500
C -0.806 2.955 -1.386
N -2.170 2.528 -1.363
C -2.587 1.285 -1.235
N -1.859 0.086 -1.366
C -2.664 -0.913 -1.127
N -2.374 -2.184 -0.876
C -1.094 -2.620 -1.030
N -0.004 -1.915 -1.350
C -0.781 -4.054 -0.755
C -1.584 -5.148 -0.432
C -4.049 -0.436 -0.944
C -5.257 -1.043 -0.580
C -6.299 -0.250 -0.304
C -6.234 1.142 -0.560
C -5.089 1.765 -0.874
C -3.940 0.966 -0.944
C -0.423 4.319 -1.398
C -1.020 5.565 -1.127
C -0.157 6.670 -0.989
C 1.221 6.525 -1.212
C 1.820 5.329 -1.421
C 1.023 4.192 -1.463
N 2.193 -0.028 -1.480
H -1.475 -7.040 0.490
H 1.032 -7.242 -0.047
H 2.342 -5.271 -0.793
H 5.350 -2.582 -1.521
H 7.428 -1.604 -1.675
H 7.589 1.027 -1.885
H 5.506 2.382 -1.938
H -2.666 -5.115 -0.379
H -5.303 -2.082 -0.468
H -7.187 -0.708 0.001
H -7.293 1.567 -0.537
H -4.887 2.828 -1.126
H -2.089 5.543 -1.157
H -0.643 7.605 -0.737
H 1.864 7.361 -1.110
H 2.881 5.189 -1.449
C -2.717 -2.185 2.313
N -1.731 -1.124 2.011
C -2.298 0.205 2.291
C -0.378 -1.412 2.630
C 0.475 -0.175 2.851
C 0.987 0.117 4.113
C 1.979 1.076 4.233
C 2.434 1.704 3.108
C 1.847 1.447 1.887
C 0.872 0.484 1.706
H -3.537 -2.331 1.545
H -3.234 -1.969 3.218
H -2.174 -3.114 2.478
H -1.566 -1.171 0.958
H -2.182 0.502 3.312
H -3.309 0.219 2.015
H -1.835 0.963 1.636
H 0.106 -2.122 1.932
H -0.625 -1.938 3.580
H 0.577 -0.444 4.980
H 2.429 1.167 5.196
H 3.309 2.361 3.277
H 2.134 1.979 0.985
```

=====

(2)
C41H29N5O10PPt as an isolated structure, computed with wB97M-V/def2-TZVPD.

Computed properties:
**E_HOMO**: -5.066 eV
**F_max**: 1.36 eV/A
**Charge**: -1
**Energy relative to the best compared isomer or geometry (same formula, charge and spin)**: 33.2 kJ/mol
**Frontier orbital gap**: 6.651 eV
**Total energy**: -83446.6624 eV

The geometry in XYZ format:
```
87
C41H29N5O10PPt, DFT wB97M-V/def2-TZVPD
Pt 1.624 0.400 0.318
O 1.915 0.949 4.311
C 2.266 0.794 3.155
O 1.555 0.124 2.293
C 3.633 1.287 2.727
C 4.584 1.350 3.714
C 5.898 1.702 3.413
C 6.286 1.942 2.113
C 5.338 1.897 1.112
C 3.956 1.644 1.376
O 3.062 1.805 0.472
N 5.844 2.059 -0.256
O 5.118 1.799 -1.190
O 7.008 2.425 -0.384
N 6.892 1.767 4.472
O 6.529 1.539 5.614
O 8.041 2.048 4.170
H 4.298 1.120 4.730
H 7.317 2.141 1.869
C 3.248 -6.233 0.586
O 2.052 -6.908 0.239
C 1.285 -6.346 -0.736
C 1.683 -5.264 -1.517
C 0.807 -4.720 -2.440
C -0.476 -5.237 -2.605
C -0.819 -6.383 -1.892
C 0.038 -6.925 -0.953
N -1.480 -4.724 -3.485
N -1.509 -3.538 -3.878
C -0.949 -2.444 -3.182
C -0.476 -1.430 -4.002
C 0.338 -0.393 -3.556
C 0.667 -0.298 -2.204
O 1.455 0.588 -1.704
C 0.049 -1.262 -1.323
N 0.349 -1.092 -0.002
C -0.084 -1.950 0.896
C -0.961 -2.984 0.532
C -1.331 -3.139 -0.775
C -0.767 -2.308 -1.774
H 3.646 -6.750 1.455
H 3.054 -5.189 0.841
H 3.980 -6.276 -0.225
H 2.668 -4.832 -1.414
H 1.137 -3.885 -3.045
H -1.795 -6.822 -2.064
H -0.240 -7.795 -0.373
H -0.697 -1.527 -5.059
H 0.740 0.339 -4.242
H 0.223 -1.757 1.917
H -1.334 -3.655 1.295
H -2.054 -3.895 -1.045
O -0.393 2.702 0.541
P -1.847 2.703 0.271
C -2.568 4.359 0.389
C -1.793 5.358 0.968
C -2.311 6.638 1.115
C -3.600 6.918 0.689
C -4.376 5.922 0.106
C -3.861 4.645 -0.043
C -2.243 2.143 -1.403
C -3.304 1.301 -1.721
C -3.535 0.940 -3.043
C -2.721 1.438 -4.048
C -1.664 2.283 -3.735
C -1.415 2.625 -2.417
C -2.821 1.670 1.391
C -3.675 2.191 2.356
C -4.291 1.346 3.271
C -4.046 -0.018 3.231
C -3.194 -0.545 2.268
C -2.587 0.295 1.352
H -0.789 5.114 1.293
H -1.706 7.416 1.564
H -4.003 7.916 0.805
H -5.380 6.145 -0.233
H -4.463 3.868 -0.501
H -3.947 0.919 -0.938
H -4.347 0.266 -3.285
H -2.901 1.155 -5.077
H -1.021 2.662 -4.520
H -0.565 3.245 -2.159
H -3.857 3.257 2.401
H -4.958 1.755 4.019
H -4.516 -0.673 3.954
H -2.998 -1.609 2.237
H -1.915 -0.108 0.604
```

=====

(3)
C41H30BrN2OOsP2S2 as an isolated structure, computed with wB97M-V/def2-TZVPD.

Computed properties:
**E_HOMO (alpha / beta)**: -9.547 / -10.790 eV
**F_max**: 1.37 eV/A
**Spin multiplicity**: 5
**Charge**: +1
**<S²>**: 6.071
**Frontier orbital gap (alpha / beta)**: 6.692 / 5.718 eV
**Total energy**: -160780.5582 eV

The geometry in XYZ format:
```
80
C41H30BrN2OOsP2S2, DFT wB97M-V/def2-TZVPD
Os -0.367 -1.360 -0.980
S -2.663 -3.934 0.180
P -2.209 -1.973 0.423
C -0.037 0.365 -0.016
P 1.543 0.921 0.674
S 2.929 -0.464 0.518
C 1.893 2.453 -0.241
C 2.998 2.468 -0.985
C 3.048 3.460 -2.108
C 2.610 4.805 -1.586
C 1.613 4.852 -0.717
C 0.865 3.568 -0.444
C 1.245 1.375 2.399
C -0.014 1.466 2.976
C -0.126 1.824 4.312
C 1.010 2.086 5.062
C 2.270 1.997 4.483
C 2.390 1.642 3.151
C -1.802 -1.842 2.197
C -0.474 -2.061 2.561
C -0.115 -2.070 3.897
C -1.077 -1.851 4.873
C -2.403 -1.659 4.515
C -2.774 -1.669 3.178
C -3.779 -1.071 0.170
C -4.741 -1.570 -0.706
C -5.897 -0.844 -0.952
C -6.095 0.380 -0.332
C -5.137 0.881 0.538
C -3.978 0.163 0.788
H 3.759 1.704 -0.890
H 4.030 3.515 -2.573
H 3.159 5.685 -1.894
H 1.256 5.772 -0.274
H 0.198 3.650 0.414
H -0.894 1.251 2.381
H -1.102 1.888 4.774
H 0.918 2.354 6.107
H 3.157 2.196 5.069
H 3.364 1.557 2.685
H 0.273 -2.236 1.794
H 0.916 -2.242 4.177
H -0.792 -1.832 5.917
H -3.158 -1.517 5.278
H -3.815 -1.550 2.904
H -4.590 -2.526 -1.187
H -6.642 -1.238 -1.630
H -6.995 0.947 -0.529
H -5.290 1.837 1.022
H -3.228 0.552 1.467
Br 3.835 -7.105 -3.257
C 2.578 -5.875 -2.561
C 1.458 -6.353 -1.875
C 0.555 -5.460 -1.352
C 0.726 -4.074 -1.499
O -0.149 -3.283 -0.893
C 1.825 -3.594 -2.259
C 2.027 -2.228 -2.603
N 1.223 -1.228 -2.333
C 1.474 0.043 -2.788
C 2.503 0.441 -3.698
C 2.750 1.740 -3.943
C 2.042 2.856 -3.245
C 0.790 2.378 -2.589
C -0.015 3.340 -1.779
C -1.400 2.804 -1.542
C -1.588 1.507 -1.389
N -0.413 0.658 -1.366
C 0.624 1.069 -2.304
C 2.757 -4.532 -2.751
H 1.305 -7.416 -1.756
H -0.318 -5.793 -0.808
H 2.930 -2.028 -3.172
H 3.081 -0.315 -4.213
H 3.544 2.009 -4.629
H 1.844 3.684 -3.931
H -0.089 4.304 -2.274
H -2.231 3.496 -1.534
H -2.535 1.022 -1.204
H 3.620 -4.172 -3.297
```